Formula: C54H146N12O16
Source: the Open Molecules 2025 dataset
Level of theory: the ωB97M-V functional and the def2-TZVPD basis

Each line ends with the Löwdin charge.
Cartesian coordinates (Å):
1 C 7.36 -30.46 13.16  -0.1069
2 O 6.76 -29.60 12.19  -0.2185
3 C 5.32 -29.70 12.16  -0.1854
4 C 4.70 -28.93 10.97  -0.2070
5 N 5.07 -27.53 10.99  -0.0449
6 C 4.65 -26.80 9.73  -0.1417
7 C 4.69 -25.29 10.05  -0.1861
8 O 5.97 -24.70 10.32  -0.1919
9 C 5.86 -23.36 10.73  -0.1266
10 H 8.34 -30.00 13.30  0.0880
11 H 7.52 -31.49 12.84  0.0836
12 H 6.83 -30.43 14.11  0.0864
13 H 4.83 -29.44 13.10  0.1151
14 H 5.11 -30.76 12.02  0.1168
15 H 3.62 -29.02 11.03  0.1037
16 H 5.10 -29.44 10.09  0.0859
17 H 6.07 -27.47 11.11  0.0989
18 H 3.64 -27.15 9.48  0.1040
19 H 5.30 -27.13 8.92  0.0852
20 H 4.13 -25.10 10.97  0.1023
21 H 4.21 -24.64 9.31  0.1086
22 H 6.82 -22.86 10.59  0.0822
23 H 5.51 -23.30 11.76  0.0920
24 H 5.18 -22.77 10.13  0.0751
25 C 8.91 -37.94 8.84  -0.1390
26 O 8.51 -36.79 8.18  -0.1793
27 C 8.66 -35.66 9.02  -0.1998
28 C 8.17 -34.50 8.09  -0.1908
29 N 7.86 -33.25 8.73  -0.0836
30 C 8.96 -32.55 9.36  -0.1853
31 C 8.55 -31.11 9.80  -0.1870
32 O 8.76 -30.17 8.78  -0.2406
33 C 8.61 -28.77 9.02  -0.0504
34 H 9.96 -38.06 9.12  0.0848
35 H 8.66 -38.83 8.26  0.0898
36 H 8.41 -38.00 9.81  0.0802
37 H 9.67 -35.37 9.30  0.1159
38 H 8.05 -35.86 9.90  0.1225
39 H 7.21 -34.71 7.60  0.1216
40 H 8.81 -34.24 7.24  0.1073
41 H 7.35 -32.60 8.15  0.0675
42 H 9.81 -32.58 8.68  0.1131
43 H 9.32 -33.14 10.20  0.1079
44 H 9.12 -30.80 10.68  0.1122
45 H 7.52 -31.11 10.15  0.1091
46 H 9.01 -28.30 8.13  0.0817
47 H 9.14 -28.51 9.94  0.0943
48 H 7.59 -28.42 9.12  0.0682
49 C 1.55 -28.79 7.31  -0.0733
50 O 0.79 -28.16 8.34  -0.2424
51 C 0.65 -28.76 9.63  -0.1738
52 C -0.73 -28.48 10.29  -0.1971
53 N -1.00 -27.09 10.40  -0.0753
54 C 0.00 -26.21 11.03  -0.1711
55 C -0.02 -26.50 12.62  -0.1587
56 O 1.13 -25.85 13.18  -0.2165
57 C 2.44 -26.46 13.03  -0.0799
58 H 2.62 -28.77 7.48  0.0699
59 H 1.27 -28.25 6.41  0.0826
60 H 1.32 -29.84 7.12  0.0927
61 H 1.48 -28.47 10.28  0.0847
62 H 0.82 -29.84 9.59  0.1163
63 H -0.86 -28.92 11.28  0.1101
64 H -1.52 -28.89 9.66  0.1220
65 H -1.01 -26.73 9.45  0.0287
66 H -0.32 -25.20 10.81  0.1091
67 H 0.99 -26.24 10.57  0.0878
68 H 0.02 -27.55 12.88  0.1025
69 H -0.95 -26.11 13.04  0.1179
70 H 2.52 -26.80 12.00  0.0437
71 H 2.59 -27.34 13.65  0.0782
72 H 3.25 -25.77 13.27  0.0841
73 O 9.59 -26.65 1.94  -0.0705
74 H 8.92 -26.00 2.15  -0.0317
75 H 10.22 -26.59 2.66  -0.0382
76 C 9.96 -22.55 4.01  -0.0320
77 C 9.37 -23.31 2.73  -0.3917
78 C 7.97 -23.82 2.92  -0.1849
79 O 7.67 -24.85 1.95  -0.2076
80 C 6.27 -25.17 1.77  -0.0547
81 N 9.35 -22.38 1.58  0.0407
82 H 9.91 -23.22 4.86  0.0533
83 H 9.50 -21.58 4.20  0.0589
84 H 11.03 -22.44 3.80  0.0774
85 H 10.12 -24.05 2.48  0.1058
86 H 7.37 -22.91 2.82  0.1233
87 H 7.81 -24.22 3.92  0.1093
88 H 5.69 -25.47 2.64  0.0669
89 H 6.09 -25.94 1.02  0.0851
90 H 5.80 -24.33 1.25  0.0889
91 H 8.56 -22.64 1.00  0.0635
92 H 9.05 -21.49 1.97  0.0522
93 C 6.13 -32.30 -0.41  -0.0680
94 C 5.66 -32.20 1.03  -0.4434
95 C 5.25 -30.82 1.54  -0.2018
96 O 6.43 -30.08 1.43  -0.1709
97 C 6.36 -28.94 2.22  -0.1002
98 N 4.52 -33.14 1.04  0.0313
99 H 5.27 -32.11 -1.06  0.0791
100 H 6.61 -33.24 -0.65  0.0772
101 H 6.81 -31.50 -0.70  0.0728
102 H 6.47 -32.56 1.66  0.1188
103 H 4.94 -30.96 2.57  0.1186
104 H 4.50 -30.34 0.91  0.1267
105 H 6.64 -29.19 3.25  0.0647
106 H 5.41 -28.42 2.12  0.0705
107 H 7.14 -28.26 1.86  0.0896
108 H 4.22 -33.04 2.00  0.0557
109 H 4.99 -34.04 1.05  0.0688
110 C 8.05 -32.10 4.47  -0.0476
111 C 8.02 -30.77 5.18  -0.4002
112 C 6.67 -30.48 5.86  -0.2474
113 O 6.36 -31.44 6.75  -0.1757
114 C 5.33 -31.05 7.64  -0.0819
115 N 9.17 -30.69 6.12  0.0825
116 H 7.99 -32.93 5.17  0.0667
117 H 8.98 -32.29 3.94  0.0890
118 H 7.19 -32.27 3.81  0.0653
119 H 8.15 -29.99 4.43  0.1029
120 H 5.91 -30.47 5.08  0.1213
121 H 6.79 -29.49 6.29  0.1081
122 H 5.01 -31.77 8.39  0.0976
123 H 4.40 -31.01 7.07  0.0831
124 H 5.49 -30.07 8.09  0.0676
125 H 9.56 -31.62 6.13  0.0534
126 H 8.82 -30.40 7.02  0.0163
127 C 13.00 -27.29 3.32  -0.0400
128 C 12.01 -26.81 4.40  -0.3941
129 C 12.74 -26.44 5.73  -0.1325
130 O 11.89 -25.99 6.85  -0.2127
131 C 12.48 -25.53 8.02  -0.1465
132 N 11.41 -25.61 3.84  0.0243
133 H 12.36 -27.60 2.50  0.0818
134 H 13.62 -28.13 3.63  0.0814
135 H 13.64 -26.49 2.93  0.0825
136 H 11.23 -27.55 4.56  0.1365
137 H 13.41 -25.58 5.64  0.1181
138 H 13.41 -27.26 6.01  0.1172
139 H 13.04 -24.62 7.80  0.0824
140 H 13.21 -26.21 8.46  0.0867
141 H 11.76 -25.23 8.77  0.0730
142 H 11.03 -24.97 4.52  0.0573
143 H 12.22 -25.10 3.51  0.0858
144 C 1.92 -23.05 3.95  -0.0931
145 C 2.68 -21.76 4.18  -0.3763
146 C 2.68 -21.30 5.71  -0.1964
147 O 1.40 -20.99 6.18  -0.2074
148 C 0.71 -19.83 5.66  -0.0817
149 N 3.97 -22.19 3.63  0.0440
150 H 0.85 -22.98 4.11  0.0638
151 H 2.19 -23.91 4.57  0.0463
152 H 1.98 -23.33 2.90  0.0745
153 H 2.30 -20.92 3.59  0.1284
154 H 3.32 -20.44 5.88  0.0989
155 H 3.09 -22.04 6.40  0.0956
156 H -0.23 -19.63 6.17  0.0777
157 H 0.51 -19.82 4.59  0.0816
158 H 1.24 -18.93 6.00  0.0789
159 H 4.47 -22.74 4.31  0.0273
160 H 4.46 -21.31 3.52  0.0570
161 C 3.90 -26.95 5.27  -0.0456
162 C 4.67 -25.97 6.16  -0.3722
163 C 6.21 -26.34 6.35  -0.1459
164 O 6.94 -26.47 5.11  -0.1750
165 C 8.19 -27.06 5.18  -0.1087
166 N 4.56 -24.65 5.55  0.0757
167 H 3.92 -27.96 5.68  0.0710
168 H 4.30 -26.97 4.26  0.0621
169 H 2.90 -26.56 5.09  0.0516
170 H 4.15 -25.92 7.12  0.1049
171 H 6.27 -27.22 6.98  0.0827
172 H 6.65 -25.58 7.00  0.1077
173 H 8.36 -27.52 4.20  0.0800
174 H 8.31 -27.84 5.94  0.0640
175 H 8.99 -26.34 5.35  0.0814
176 H 5.07 -23.96 6.08  0.0291
177 H 5.00 -24.73 4.65  0.0562
178 C 1.06 -25.27 6.83  -0.0511
179 C -0.21 -25.03 7.60  -0.3844
180 C -1.07 -23.86 7.04  -0.1680
181 O -1.50 -23.85 5.70  -0.2156
182 C -2.57 -22.99 5.42  -0.1014
183 N -0.98 -26.25 7.67  0.0472
184 H 0.74 -25.67 5.87  0.0572
185 H 1.73 -26.06 7.16  0.0587
186 H 1.52 -24.30 6.66  0.0791
187 H 0.10 -24.78 8.62  0.1225
188 H -0.56 -22.92 7.24  0.1180
189 H -1.95 -23.76 7.68  0.1174
190 H -3.34 -23.15 6.18  0.0865
191 H -3.09 -23.07 4.47  0.0876
192 H -2.26 -21.95 5.45  0.0823
193 H -1.35 -26.42 6.75  0.0796
194 H -0.33 -27.01 7.86  0.0238
195 C 6.71 -20.56 5.56  -0.0360
196 C 6.69 -21.95 6.23  -0.4363
197 C 8.00 -22.11 6.99  -0.2120
198 O 8.15 -23.47 7.41  -0.2010
199 C 9.24 -23.68 8.32  -0.0820
200 N 5.60 -22.06 7.14  0.0594
201 H 5.71 -20.26 5.23  0.0551
202 H 7.40 -20.43 4.73  0.0714
203 H 6.91 -19.81 6.34  0.0819
204 H 6.73 -22.75 5.49  0.1147
205 H 8.07 -21.41 7.83  0.1292
206 H 8.83 -21.86 6.33  0.0937
207 H 10.13 -23.25 7.86  0.0823
208 H 9.48 -24.74 8.48  0.0789
209 H 9.09 -23.20 9.28  0.0816
210 H 5.69 -22.83 7.78  0.0609
211 H 5.59 -21.27 7.77  0.0912
212 C 2.65 -27.88 1.68  -0.0764
213 C 1.20 -27.48 1.62  -0.4315
214 C 0.67 -26.66 2.78  -0.1875
215 O -0.76 -26.59 2.75  -0.1698
216 C -1.28 -25.69 3.65  -0.1367
217 N 1.00 -26.80 0.34  0.0413
218 H 3.27 -26.98 1.68  0.0750
219 H 2.88 -28.40 0.75  0.0722
220 H 2.96 -28.53 2.51  0.0707
221 H 0.55 -28.35 1.64  0.1357
222 H 1.07 -25.65 2.86  0.1148
223 H 1.01 -27.06 3.73  0.1053
224 H -1.23 -24.65 3.34  0.0946
225 H -0.89 -25.99 4.62  0.0598
226 H -2.33 -25.94 3.76  0.0977
227 H 0.98 -27.41 -0.47  0.0714
228 H 0.14 -26.27 0.39  0.0659

Values from the calculation:
- orbital gap (eV) = 8.8
- F_max (Eh/bohr) = 0.0685